142
Properties=species:S:1:pos:R:3:mulliken_charge:R:1 method="wB97M-V/def2-TZVPD" charge=+1 multiplicity=6 homo_ev="-10.5 / -10.5" lumo_energy_ev="-2.92 / -3.66" s_squared=8.75 orbital_gap_ev="7.56 / 6.81" e_tot_ev=-101517.836
Mn -8.70668 -2.07039 -20.97802 0.8735
C -12.83706 -1.07720 -19.10136 0.5668
C -11.48339 -1.84804 -18.96912 -0.1566
O -10.69319 -2.13373 -20.11478 0.3209
H -12.73378 -0.02796 -19.37802 0.0170
H -13.50301 -1.11756 -18.23940 -0.6488
H -13.39806 -1.60206 -19.87460 0.2974
H -11.64848 -2.80142 -18.46721 -0.4277
H -10.87418 -1.36951 -18.20232 0.1331
C -10.87615 -1.68735 -23.46426 -0.8616
O -9.56100 -1.73050 -22.91973 0.0219
C -8.61473 -1.86876 -23.98588 -0.6436
C -7.22765 -1.97795 -23.43079 -0.7357
N -7.20413 -2.88749 -22.23583 -0.2155
C -5.90095 -2.65420 -21.57362 -0.7183
C -6.09874 -3.23983 -20.15731 0.2416
O -7.22467 -2.61024 -19.52845 -0.2142
C -7.40435 -2.97537 -18.19084 -0.8031
H -11.12097 -2.60149 -24.00512 0.3814
H -10.89512 -0.82422 -24.12965 0.3439
H -11.60829 -1.52814 -22.67261 0.1575
H -8.60675 -1.00350 -24.64872 0.4185
H -8.84277 -2.75252 -24.58176 0.4663
H -6.86145 -0.99594 -23.13136 0.4012
H -6.54518 -2.32408 -24.20702 0.4526
H -7.18395 -3.80726 -22.65262 0.1535
H -5.78943 -1.58583 -21.38855 0.3972
H -5.03118 -3.06578 -22.08567 0.4461
H -5.22323 -2.98016 -19.56219 0.5350
H -6.31690 -4.30536 -20.22902 -0.3824
H -8.03981 -2.21445 -17.73775 0.0524
H -6.54120 -3.13140 -17.54376 0.4475
H -7.90863 -3.93250 -18.05776 0.2362
C -11.76577 -8.48876 -13.12963 -0.8984
O -11.67022 -7.06936 -13.40024 -0.1806
C -12.89313 -6.44568 -13.66741 -0.7897
C -12.78783 -4.89683 -14.04437 0.4057
N -14.12172 -4.25771 -14.02810 -0.3110
C -14.09583 -2.87698 -14.54781 -0.9497
C -14.16764 -2.94849 -16.10486 1.5791
O -15.17279 -3.85506 -16.60542 -0.4648
C -15.21354 -3.84618 -18.01335 -0.2662
H -10.80581 -8.99263 -13.01698 0.2800
H -12.45660 -8.95947 -13.82912 0.3411
H -12.16631 -8.60578 -12.12267 0.3257
H -13.59372 -6.48780 -12.83345 0.3199
H -13.38206 -6.98806 -14.47666 0.3331
H -12.25745 -4.90703 -14.99657 -0.6161
H -12.11252 -4.33655 -13.39774 0.3751
H -14.35278 -4.20174 -13.04648 0.3401
H -13.21195 -2.29888 -14.27829 0.2497
H -14.98796 -2.37199 -14.17744 0.5277
H -13.17886 -3.26450 -16.43735 -0.6566
H -14.22521 -1.93508 -16.50207 -0.5402
H -15.89775 -4.66382 -18.24012 0.4442
H -14.30304 -4.04020 -18.58031 -0.1751
H -15.51343 -2.91413 -18.49236 0.1655
C -6.93729 -9.59738 -20.16337 -0.7531
O -6.98498 -8.23885 -20.46246 -0.3671
C -6.38392 -7.43467 -19.43716 -0.5095
C -7.32359 -7.18122 -18.22804 -0.0793
N -8.58340 -6.58953 -18.69395 -0.0613
C -9.54901 -6.30917 -17.62705 -0.4289
C -10.89770 -5.82303 -18.09180 0.9677
O -11.53168 -7.09467 -18.44879 -0.4994
C -12.94134 -7.06548 -18.32556 -0.1447
H -7.44487 -10.15215 -20.95247 0.2824
H -7.37730 -9.97111 -19.23881 0.2969
H -5.92226 -9.95347 -19.98721 0.3424
H -6.16750 -6.48066 -19.91793 -0.0734
H -5.41925 -7.85144 -19.14765 0.4838
H -6.87952 -6.39782 -17.61389 0.0056
H -7.44017 -8.17975 -17.80678 0.2701
H -8.99069 -7.12704 -19.44581 0.3775
H -9.03772 -5.63177 -16.94308 -0.4313
H -9.69459 -7.15459 -16.95462 0.4529
H -10.80472 -5.11574 -18.91593 0.1114
H -11.35377 -5.24187 -17.29032 -0.6493
H -13.38721 -6.32035 -18.98441 -0.0292
H -13.27030 -6.87620 -17.30376 -0.0603
H -13.42061 -8.02374 -18.52591 0.3414
C -13.49159 -5.86097 -22.49829 -0.6822
C -13.26370 -4.70753 -21.49951 0.8234
O -12.77762 -3.55990 -22.04566 -0.5830
O -13.67313 -7.08031 -21.80215 -0.4926
H -12.58020 -6.00823 -23.07776 0.3514
H -14.21393 -5.56856 -23.26040 0.3056
H -12.48226 -5.03042 -20.81161 -0.3903
H -14.18445 -4.58959 -20.92819 0.1184
H -12.32784 -3.02532 -21.38723 -0.1074
H -13.35320 -7.77214 -22.38577 0.3109
C -15.59647 0.46800 -17.82288 -1.0395
C -16.61169 1.55873 -17.87255 0.4103
C -17.74564 1.18068 -18.84519 -0.9975
O -17.31820 1.02191 -20.17135 -0.4006
C -17.04479 2.23829 -20.82922 -0.7488
N -17.26319 1.62614 -16.56942 -0.7943
H -14.76653 0.67515 -17.14731 0.5257
H -15.24481 0.43172 -18.85396 0.1973
H -15.98678 -0.54132 -17.69241 0.2051
H -16.22630 2.54710 -18.12294 0.3891
H -18.63423 1.81190 -18.83670 0.5015
H -18.18901 0.21583 -18.59903 0.3870
H -17.47930 3.14887 -20.41674 0.3742
H -17.35638 2.19247 -21.87272 0.3175
H -16.00874 2.56099 -20.93206 0.1862
H -17.71695 0.75809 -16.32308 0.2751
H -16.56017 1.71801 -15.85010 0.2735
C -10.60609 2.55463 -19.29291 -1.3985
C -11.19487 2.50650 -20.70937 0.5227
C -10.95908 3.84689 -21.43946 -0.8738
O -11.58410 4.87310 -20.76024 -0.2627
C -11.27086 6.19766 -21.23438 -0.8219
N -10.67658 1.30600 -21.38683 -0.3073
H -9.57559 2.90912 -19.31492 0.3504
H -10.63963 1.62552 -18.72393 0.3580
H -11.23255 3.24907 -18.73310 0.3598
H -12.26170 2.32376 -20.58061 0.2371
H -11.30216 3.72368 -22.46670 0.4029
H -9.87959 3.99264 -21.40010 0.3282
H -11.57163 6.37990 -22.26609 0.3280
H -10.26608 6.59344 -21.08649 0.3192
H -11.94325 6.82687 -20.65120 0.2609
H -9.67786 1.28692 -21.53617 0.2204
H -10.70672 0.55049 -20.71720 -0.1507
C -7.44815 -5.85783 -14.70635 -1.3069
C -8.21053 -5.09604 -13.67185 0.1933
C -9.23000 -3.97240 -14.11262 0.3118
O -8.67117 -2.99479 -14.95481 -0.4265
C -9.64279 -1.95294 -15.40375 -0.6516
N -8.93767 -6.02070 -12.85183 -0.6215
H -8.01012 -6.68217 -15.14539 0.3831
H -6.61860 -6.34129 -14.19039 0.4593
H -6.87207 -5.26825 -15.41953 0.1261
H -7.51303 -4.56011 -13.02814 0.4483
H -9.67699 -3.49911 -13.23837 0.6527
H -9.99604 -4.38090 -14.77172 -0.6953
H -9.24079 -1.20685 -16.08919 0.2564
H -9.98990 -1.37113 -14.54987 0.4422
H -10.49290 -2.52534 -15.77493 0.1645
H -8.25407 -6.68241 -12.51282 0.3180
H -9.59119 -6.55076 -13.41044 0.1187